No. 1
C48H120As4F24N7O9 | ωB97M-V/def2-TZVPD

Last column: Löwdin charge in e.
Atoms and positions in Å:
C -7.65 0.10 -0.64  -0.043
C -6.30 0.86 -0.95  -0.152
N -5.34 0.15 -1.91  -0.200
C -4.09 1.03 -2.23  0.034
C -4.85 -1.19 -1.23  -0.117
C -4.45 -1.09 0.29  -0.040
C -6.09 -0.17 -3.27  -0.040
C -5.16 -0.67 -4.36  -0.261
O -4.79 -1.95 -4.02  -0.199
C -3.96 -2.61 -4.96  -0.049
H -8.39 -0.08 -1.42  0.071
H -8.23 0.67 0.08  0.071
H -7.37 -0.87 -0.24  0.072
H -5.76 1.09 -0.03  0.083
H -6.52 1.83 -1.40  0.123
H -3.60 1.20 -1.27  0.093
H -4.42 1.95 -2.71  0.100
H -3.42 0.42 -2.83  0.076
H -3.93 -1.47 -1.75  0.107
H -5.58 -1.98 -1.36  0.123
H -3.65 -0.36 0.40  0.062
H -4.17 -2.08 0.66  0.064
H -5.28 -0.70 0.87  0.064
H -6.32 0.86 -3.56  0.133
H -6.98 -0.78 -3.15  0.135
H -4.39 0.05 -4.64  0.110
H -5.76 -0.78 -5.26  0.133
H -3.09 -2.01 -5.24  0.074
H -4.61 -2.81 -5.81  0.099
H -3.65 -3.53 -4.47  0.094
C -2.71 1.02 7.28  -0.028
C -1.29 1.56 6.87  -0.136
N -0.68 0.96 5.60  -0.204
C -0.38 -0.58 5.74  0.039
C -1.66 0.97 4.40  -0.139
C -2.09 2.32 3.75  -0.038
C 0.60 1.83 5.19  -0.032
C 1.93 1.25 5.77  -0.201
O 1.73 1.31 7.17  -0.210
C 2.81 0.73 7.91  -0.077
H -2.61 -0.05 7.47  0.054
H -3.55 1.13 6.60  0.090
H -2.82 1.40 8.30  0.089
H -0.53 1.39 7.64  0.116
H -1.38 2.63 6.68  0.120
H 0.07 -0.95 4.82  0.098
H -1.33 -1.08 5.91  0.058
H 0.25 -0.72 6.62  0.105
H -2.47 0.29 4.65  0.130
H -1.08 0.48 3.62  0.103
H -2.95 2.74 4.27  0.081
H -2.23 2.19 2.68  0.072
H -1.42 3.15 3.94  0.060
H 0.37 2.83 5.56  0.127
H 0.73 1.77 4.11  0.101
H 2.79 1.85 5.49  0.122
H 2.09 0.20 5.49  0.108
H 2.67 0.61 8.99  0.095
H 3.69 1.37 8.00  0.084
H 3.12 -0.22 7.47  0.089
C 1.73 -2.31 -4.41  -0.055
C 1.94 -0.81 -4.80  -0.162
N 0.74 -0.07 -5.41  -0.219
C -0.40 0.11 -4.35  0.040
C 1.25 1.30 -6.00  -0.097
C 2.15 2.13 -5.01  -0.057
C 0.20 -0.93 -6.60  -0.051
C -0.80 -0.16 -7.53  -0.169
O -2.01 0.15 -6.84  -0.218
C -3.16 0.50 -7.65  -0.071
H 0.84 -2.47 -3.80  0.060
H 2.49 -2.67 -3.72  0.072
H 1.77 -2.92 -5.31  0.082
H 2.77 -0.72 -5.50  0.128
H 2.05 -0.23 -3.88  0.090
H -0.65 -0.87 -3.95  0.098
H -1.25 0.65 -4.76  0.082
H 0.04 0.82 -3.65  0.062
H 0.30 1.84 -6.11  0.117
H 1.78 1.10 -6.92  0.130
H 1.73 2.15 -4.00  0.063
H 2.22 3.17 -5.32  0.078
H 3.17 1.75 -4.97  0.060
H -0.26 -1.80 -6.14  0.103
H 1.06 -1.41 -7.08  0.134
H -0.94 -0.87 -8.35  0.130
H -0.43 0.75 -7.99  0.118
H -3.93 0.91 -6.99  0.081
H -3.50 -0.37 -8.20  0.091
H -3.12 1.27 -8.42  0.087
C -0.05 -6.00 -0.78  -0.054
C 0.25 -4.85 0.12  -0.166
N -0.07 -5.08 1.62  -0.193
C 0.30 -3.78 2.45  0.031
C -1.61 -5.35 1.73  -0.141
C -2.54 -4.21 1.26  -0.066
C 0.58 -6.34 2.37  -0.015
C 2.17 -6.30 2.21  -0.132
O 2.81 -5.30 3.12  -0.226
C 4.16 -5.69 3.37  -0.121
H 0.50 -6.90 -0.51  0.085
H 0.23 -5.73 -1.80  0.075
H -1.11 -6.24 -0.76  0.086
H -0.25 -3.90 -0.07  0.114
H 1.32 -4.68 0.08  0.111
H 0.11 -4.02 3.50  0.096
H -0.32 -2.91 2.23  0.072
H 1.35 -3.53 2.35  0.076
H -1.70 -5.39 2.82  0.105
H -1.85 -6.25 1.18  0.121
H -2.29 -3.33 1.85  0.053
H -3.54 -4.56 1.53  0.097
H -2.67 -4.00 0.20  0.082
H 0.23 -7.28 1.93  0.126
H 0.30 -6.41 3.42  0.138
H 2.63 -6.33 1.22  0.119
H 2.45 -7.25 2.67  0.114
H 4.37 -6.61 3.93  0.099
H 4.60 -4.83 3.86  0.083
H 4.75 -5.66 2.45  0.075
C -0.69 4.37 0.22  -0.025
C 0.46 5.32 0.65  -0.142
N 1.81 4.92 0.04  -0.214
C 2.82 5.90 0.72  0.041
C 2.23 3.47 0.38  -0.126
C 2.18 3.04 1.92  -0.037
C 1.72 5.10 -1.52  -0.040
C 3.05 5.11 -2.29  -0.167
O 3.96 4.01 -2.12  -0.221
C 5.20 4.05 -2.86  -0.071
H -0.41 3.33 0.34  0.046
H -1.00 4.48 -0.82  0.042
H -1.57 4.55 0.85  0.097
H 0.60 5.31 1.73  0.107
H 0.40 6.39 0.44  0.132
H 2.75 6.81 0.11  0.108
H 3.81 5.43 0.72  0.090
H 2.62 6.13 1.76  0.102
H 3.22 3.30 -0.04  0.085
H 1.57 2.83 -0.20  0.089
H 2.25 1.95 2.01  0.060
H 1.18 3.24 2.28  0.054
H 2.87 3.52 2.61  0.076
H 1.08 5.96 -1.73  0.140
H 1.06 4.32 -1.87  0.108
H 3.55 6.06 -2.10  0.120
H 2.85 5.20 -3.36  0.128
H 5.99 4.63 -2.38  0.081
H 5.04 4.37 -3.89  0.094
H 5.59 3.04 -2.95  0.074
C 4.55 -2.71 1.51  -0.051
C 4.63 -1.84 0.24  -0.118
N 5.48 -0.52 0.35  -0.213
C 6.91 -0.87 0.84  0.013
C 5.70 0.10 -1.03  -0.120
C 4.42 0.32 -1.92  -0.032
C 4.79 0.41 1.43  -0.027
C 5.61 1.66 1.82  -0.206
O 5.39 2.64 0.85  -0.223
C 6.44 3.57 0.66  -0.074
H 5.52 -2.89 1.97  0.075
H 4.19 -3.69 1.19  0.074
H 3.78 -2.45 2.24  0.082
H 3.66 -1.54 -0.17  0.106
H 5.07 -2.31 -0.64  0.130
H 6.92 -1.30 1.84  0.100
H 7.59 -0.02 0.73  0.103
H 7.32 -1.65 0.21  0.109
H 6.40 -0.58 -1.52  0.127
H 6.17 1.04 -0.74  0.110
H 3.76 -0.53 -2.09  0.068
H 4.53 0.83 -2.87  0.072
H 3.85 1.16 -1.52  0.063
H 4.71 -0.16 2.35  0.128
H 3.80 0.73 1.10  0.115
H 6.65 1.50 2.11  0.127
H 5.12 2.10 2.69  0.126
H 7.36 3.10 0.34  0.096
H 6.68 4.20 1.52  0.097
H 6.03 4.28 -0.07  0.075
As -1.82 4.46 -3.86  0.957
F -3.40 4.33 -3.01  -0.272
F -1.40 5.77 -2.71  -0.299
F -0.12 4.85 -4.51  -0.337
F -2.09 3.14 -5.09  -0.293
F -2.55 5.68 -4.95  -0.272
F -1.00 3.24 -2.83  -0.298
As -3.06 -3.75 5.82  0.926
F -2.10 -3.02 4.52  -0.297
F -4.62 -3.53 4.97  -0.265
F -3.78 -4.46 7.29  -0.271
F -1.50 -4.01 6.70  -0.316
F -3.18 -2.09 6.62  -0.314
F -2.90 -5.40 5.08  -0.303
As -0.06 -0.20 -0.44  0.880
F 1.11 0.84 -1.23  -0.267
F 1.23 -0.67 0.66  -0.291
F -1.14 -1.31 0.39  -0.245
F -1.34 0.20 -1.60  -0.241
F 0.55 -1.49 -1.56  -0.282
F -0.41 1.15 0.72  -0.279
As -6.75 2.48 2.81  1.005
F -5.10 1.94 2.19  -0.337
F -7.41 0.87 2.44  -0.281
F -8.40 3.02 3.46  -0.310
F -6.03 4.09 3.32  -0.322
F -7.17 3.05 1.08  -0.318
F -6.33 1.89 4.46  -0.312
N -1.30 -5.12 -5.05  -0.665
O -0.95 -5.55 -3.91  -0.097
O -1.77 -5.86 -5.85  -0.001
O -1.15 -3.95 -5.42  -0.098

The largest force on an atom is 0.07016 hartree/bohr. For the HOMO energy, the calculation gives -0.3253 Ha. The calculation puts the LUMO energy at -0.111 Eh. Its charge is +1. Its total energy is -14300.92896 Ha.

No. 2
C48H120F12N6O6P2 | ωB97M-V/def2-TZVPD

Last column: Mulliken spin population.
Atoms and positions in Å:
C 1.99 -8.63 -3.74  0.000
C 1.82 -7.61 -2.65  0.000
N 2.26 -6.18 -2.94  0.000
C 1.51 -5.67 -4.16  0.000
C 1.91 -5.36 -1.70  0.000
C 2.03 -3.83 -1.79  0.000
C 3.78 -6.19 -3.36  0.000
C 4.82 -6.98 -2.49  0.000
O 4.47 -6.93 -1.02  0.000
C 5.40 -7.67 -0.37  0.000
H 1.43 -8.38 -4.64  0.000
H 1.72 -9.59 -3.29  0.000
H 3.02 -8.86 -4.02  0.000
H 2.30 -7.90 -1.72  0.000
H 0.78 -7.59 -2.32  0.000
H 1.54 -4.60 -4.34  0.000
H 0.44 -5.72 -3.97  0.000
H 1.81 -6.21 -5.06  0.000
H 2.46 -5.87 -0.92  0.000
H 0.89 -5.62 -1.43  0.000
H 2.86 -3.53 -2.44  0.000
H 2.36 -3.40 -0.84  0.000
H 1.17 -3.23 -2.09  0.000
H 4.19 -5.18 -3.37  0.000
H 3.97 -6.46 -4.40  0.000
H 5.79 -6.49 -2.44  0.000
H 5.06 -7.93 -2.97  0.000
H 5.13 -7.75 0.69  0.000
H 6.41 -7.25 -0.37  0.000
H 5.56 -8.71 -0.66  0.000
C -1.40 -7.42 5.46  0.000
C -1.68 -5.88 5.39  0.000
N -0.67 -4.83 5.90  0.000
C -1.32 -3.53 5.67  0.000
C -0.30 -5.11 7.48  0.000
C -1.53 -5.31 8.35  0.000
C 0.61 -4.92 5.13  0.000
C 0.70 -4.80 3.55  0.000
O 0.46 -3.48 3.29  0.000
C 0.66 -3.10 1.95  0.000
H -0.75 -7.77 6.27  0.000
H -1.01 -7.62 4.46  0.000
H -2.35 -7.94 5.56  0.000
H -2.55 -5.72 6.02  0.000
H -2.04 -5.71 4.38  0.000
H -1.75 -3.58 4.67  0.000
H -0.66 -2.67 5.81  0.000
H -2.10 -3.59 6.43  0.000
H 0.38 -4.30 7.76  0.000
H 0.33 -5.99 7.40  0.000
H -1.16 -5.28 9.37  0.000
H -2.00 -6.29 8.32  0.000
H -2.35 -4.58 8.31  0.000
H 1.09 -5.84 5.43  0.000
H 1.20 -4.07 5.47  0.000
H 0.01 -5.47 3.03  0.000
H 1.67 -5.16 3.22  0.000
H 0.79 -2.02 1.85  0.000
H -0.23 -3.29 1.36  0.000
H 1.48 -3.59 1.43  0.000
C 7.70 1.92 -1.16  0.000
C 6.27 2.68 -1.13  0.000
N 4.92 1.72 -1.20  0.000
C 4.58 1.16 -2.57  0.000
C 5.29 0.53 -0.21  0.000
C 4.19 -0.63 -0.28  0.000
C 3.70 2.63 -0.68  0.000
C 2.99 3.41 -1.70  -0.002
O 3.92 4.21 -2.38  0.000
C 3.34 4.97 -3.46  0.000
H 7.75 1.05 -1.81  0.000
H 7.88 1.45 -0.19  0.000
H 8.48 2.67 -1.25  0.000
H 6.14 3.49 -1.84  0.000
H 6.20 3.06 -0.11  0.000
H 5.40 0.48 -2.83  0.000
H 4.60 2.07 -3.16  0.000
H 3.69 0.55 -2.70  0.000
H 5.17 0.75 0.85  0.000
H 6.24 0.18 -0.60  0.000
H 3.97 -1.09 -1.25  0.000
H 3.20 -0.35 0.10  0.000
H 4.54 -1.39 0.41  0.000
H 4.07 3.22 0.15  0.000
H 2.97 1.87 -0.37  0.000
H 2.31 4.09 -1.18  0.001
H 2.41 2.84 -2.43  0.000
H 4.10 5.69 -3.76  0.000
H 2.60 5.66 -3.04  0.000
H 3.10 4.50 -4.42  0.000
C -2.56 8.28 -1.49  -0.001
C -2.76 7.36 -0.22  0.002
N -1.80 6.12 -0.04  0.003
C -2.02 5.46 1.27  -0.001
C -2.06 5.00 -1.15  0.001
C -1.20 3.72 -1.18  0.001
C -0.32 6.68 -0.20  0.054
C 0.04 7.67 0.94  0.019
O 1.28 8.48 0.65  0.756
C 2.54 7.87 0.96  0.032
H -3.27 9.10 -1.57  0.000
H -2.47 7.73 -2.43  0.000
H -1.66 8.88 -1.34  0.000
H -3.79 7.01 -0.24  0.000
H -2.75 8.11 0.57  0.001
H -2.09 6.26 2.01  0.001
H -1.28 4.71 1.56  -0.002
H -2.98 4.99 1.04  0.002
H -1.92 5.52 -2.10  -0.001
H -3.11 4.71 -1.13  0.001
H -0.16 4.00 -1.04  0.001
H -1.14 3.11 -2.08  0.001
H -1.39 3.16 -0.26  0.000
H -0.19 7.06 -1.22  -0.005
H 0.42 5.91 0.02  -0.003
H 0.21 6.98 1.77  0.004
H -0.83 8.26 1.24  0.003
H 2.45 6.80 1.16  0.001
H 2.82 8.35 1.89  0.091
H 3.32 7.98 0.19  0.042
C -4.62 0.45 -2.23  0.000
C -5.07 0.59 -3.68  0.000
N -3.94 0.69 -4.67  0.000
C -3.16 -0.58 -4.91  0.000
C -4.67 1.15 -6.01  0.000
C -5.95 0.54 -6.49  0.000
C -2.94 1.76 -4.19  0.000
C -1.79 2.02 -5.12  0.000
O -2.12 2.53 -6.41  0.000
C -1.00 2.71 -7.28  0.000
H -3.83 -0.25 -1.98  0.000
H -5.49 0.21 -1.63  0.000
H -4.31 1.39 -1.77  0.000
H -5.61 1.53 -3.80  0.000
H -5.72 -0.22 -4.02  0.000
H -2.41 -0.61 -5.70  0.000
H -3.89 -1.38 -5.05  0.000
H -2.61 -0.88 -4.01  0.000
H -3.90 1.19 -6.78  0.000
H -4.87 2.21 -5.87  0.000
H -6.64 0.68 -5.66  0.000
H -5.84 -0.52 -6.74  0.000
H -6.40 1.09 -7.31  0.000
H -2.51 1.46 -3.24  0.000
H -3.41 2.73 -4.00  0.000
H -1.06 1.22 -5.24  0.000
H -1.26 2.88 -4.72  0.000
H -1.10 3.55 -7.96  0.000
H -0.75 1.81 -7.84  0.000
H -0.16 2.94 -6.62  0.000
C -3.18 2.42 5.69  0.000
C -2.43 2.23 4.34  0.000
N -2.54 0.82 3.67  0.000
C -2.06 0.86 2.16  0.000
C -1.78 -0.31 4.39  0.000
C -0.27 -0.03 4.42  0.000
C -4.04 0.34 3.72  0.000
C -5.10 1.19 2.95  0.000
O -4.86 1.17 1.52  0.000
C -5.70 2.24 0.93  0.000
H -2.95 1.69 6.46  0.000
H -4.26 2.52 5.59  0.000
H -2.82 3.32 6.20  0.000
H -1.39 2.54 4.42  0.000
H -2.83 2.89 3.57  0.000
H -2.28 -0.09 1.66  0.000
H -0.97 0.90 2.23  0.000
H -2.39 1.74 1.62  0.000
H -2.02 -1.22 3.85  0.000
H -2.20 -0.42 5.39  0.000
H 0.23 -0.79 5.02  0.000
H -0.14 0.97 4.84  0.000
H 0.28 -0.05 3.48  0.000
H -4.39 0.25 4.75  0.000
H -4.04 -0.62 3.21  0.000
H -5.22 2.16 3.44  0.000
H -6.05 0.67 3.10  0.000
H -5.91 3.05 1.62  0.000
H -6.52 1.72 0.44  0.000
H -5.36 2.75 0.02  0.000
P 2.10 2.60 2.69  0.000
F 0.54 2.73 3.08  0.000
F 2.13 4.09 3.35  0.000
F 2.31 2.04 4.19  0.000
F 3.66 2.75 2.47  0.000
F 2.17 1.05 2.13  0.000
F 1.79 3.20 1.25  -0.001
P 0.02 -0.10 -1.43  0.000
F 1.54 -0.44 -2.04  0.000
F -0.59 -1.10 -2.60  0.000
F 0.12 -1.43 -0.49  0.000
F -1.48 0.27 -0.85  0.000
F 0.64 0.88 -0.31  0.000
F -0.13 1.11 -2.47  0.000

The largest force on an atom is 0.07867 hartree/bohr. For the HOMO energy (alpha / beta), the calculation gives -0.6663 / -0.6663 Ha. The calculation puts the LUMO energy (alpha / beta) at -0.352 / -0.576 Eh. Its charge is +5. As for the spin multiplicity: 2. Its total energy is -4560.19533 Ha.